The following is a DFT calculation (the ωB97M-V functional and the def2-TZVPD basis) of a cluster of 2 separate species, C6H9O4S2 in total at a distorted geometry.

```
21
Properties=species:S:1:pos:R:3:forces:R:3:lowdin_charge:R:1
C 1.645 -0.762 1.070 -3.309 0.708 -2.260 -0.104
C 0.877 -1.818 1.297 0.301 -1.903 1.162 -0.441
C 0.830 0.280 0.230 -0.456 0.488 0.076 -0.359
C -0.449 -0.391 -0.279 1.492 -0.008 -0.084 -0.567
C 0.432 1.534 1.023 -0.506 -2.406 2.970 -0.070
C -2.355 -0.288 -1.525 -0.349 -0.482 -1.582 -0.110
O 1.587 -3.179 -1.695 0.199 0.812 -0.653 -0.448
O 0.432 -1.978 -3.563 0.390 -0.226 0.423 -0.456
O 2.440 -1.003 -2.594 1.888 0.916 -0.105 -0.419
O -1.405 0.437 -0.812 0.942 1.562 1.420 -0.169
S -0.760 -1.845 0.675 -0.316 0.111 0.145 0.930
S 1.328 -1.885 -2.382 -2.846 -1.269 0.591 0.473
H 2.668 -0.711 1.230 1.608 0.235 0.469 0.081
H 1.167 -2.779 1.825 -0.223 1.392 -0.732 0.089
H 1.284 0.669 -0.674 0.881 -0.314 -0.184 0.119
H -0.127 1.146 1.974 1.166 0.782 -1.200 0.116
H -0.322 2.057 0.532 -0.924 1.252 -1.177 0.035
H 1.276 2.136 1.310 0.267 0.335 0.107 0.064
H -3.182 0.248 -2.136 1.531 -0.238 1.688 0.124
H -2.693 -0.993 -0.796 -1.347 -0.773 -0.045 0.044
H -1.708 -0.788 -2.220 -0.389 -0.975 -1.031 0.068
```
Forces are in eV/Å.

Computed properties:
Spin multiplicity ... 1
Charge ... -1
E_HOMO (alpha / beta) ... -3.14 / -3.24 eV
Gap between HOMO and LUMO (alpha / beta) ... 0.2266 / 0.2328 hartree
Energy relative to the best compared isomer or geometry (same formula, charge and spin) ... 2.698 eV